Arrangement one

Density functional theory data (ωB97M-V/def2-TZVPD) for a molecular structure, C26H27MoN7O11P2S3.

* LUMO (spin up / spin down): -0.28 / -0.47 eV
* HOMO energy (spin up / spin down): -7.223 / -8.037 eV
* multiplicity: 3
* <S²>: 2.0224

Each line ends with the Mulliken charge.
CARTESIAN COORDINATES (ANGSTROEM)
1 Mo 1.362 -0.009 -0.109  0.1708
2 S 3.754 0.184 -0.855  -0.4234
3 S 2.128 -1.729 -1.972  -0.2895
4 S -1.775 1.162 0.743  0.7253
5 P -1.370 -1.945 -1.308  0.1778
6 P -0.205 -4.385 -0.074  0.9624
7 O -2.040 -0.073 1.435  -0.8165
8 O -1.770 -2.789 1.301  -0.6001
9 O 1.070 -3.754 0.277  -0.6636
10 O -2.399 1.321 -0.556  -0.9384
11 O -1.027 -2.700 -2.551  -0.7058
12 O -0.415 -0.820 -0.875  1.6334
13 O 0.879 -1.003 1.514  -0.4687
14 O -0.336 -5.094 -1.485  -0.6500
15 O -2.785 -1.239 -1.450  -0.6430
16 O 1.112 3.373 1.212  -0.6280
17 O -0.634 -5.596 0.881  -0.6142
18 N 2.525 1.104 1.419  0.9714
19 N 1.178 1.294 -1.939  0.7959
20 N 5.414 2.174 -0.256  -0.4867
21 N 0.412 -0.216 -3.610  0.5463
22 N 1.132 -2.117 -4.387  0.1370
23 N -0.173 1.519 0.656  1.3601
24 N 3.631 1.936 1.154  -1.3678
25 C -1.643 -3.236 -0.036  0.8847
26 C 0.980 0.714 4.719  -0.5441
27 C 0.213 -1.635 -5.289  -0.8059
28 C -1.129 3.279 1.981  -0.2854
29 C -2.938 -3.973 -0.417  -1.6329
30 C -0.041 -1.624 3.596  -0.3985
31 C 0.687 -0.738 2.786  0.4045
32 C -0.282 -1.303 4.912  -0.5348
33 C 0.066 2.762 1.246  0.2254
34 C -0.238 -0.467 -4.827  -0.4639
35 C 1.229 0.416 3.369  0.4340
36 C 1.209 -1.302 -3.319  0.2988
37 C 4.281 1.516 0.130  0.6520
38 C 1.706 -3.450 -4.459  -0.9523
39 C -3.466 2.761 2.341  -0.6898
40 C -3.539 3.881 3.158  -0.6748
41 C 0.873 3.654 -2.204  -0.9455
42 C -1.201 4.402 2.787  -0.5913
43 C 0.208 -0.123 5.488  -0.8485
44 C 0.431 1.076 -3.022  1.0764
45 C 2.194 1.196 2.662  -0.7197
46 C -2.234 2.496 1.774  -0.0291
47 C -2.423 4.690 3.378  -0.5663
48 C -0.226 2.119 -3.669  -1.0279
49 C 1.442 2.563 -1.586  -0.2991
50 C -0.023 3.413 -3.231  -0.9267
51 H -0.872 1.938 -4.508  0.3150
52 H -0.419 -2.532 3.157  0.4270
53 H 1.992 -3.648 -5.490  0.3692
54 H 6.023 1.717 -0.909  0.2159
55 H -0.554 -4.372 -2.126  0.4593
56 H -2.774 -0.311 -1.140  0.4824
57 H 2.768 1.920 3.235  0.3560
58 H -4.478 4.130 3.634  0.4239
59 H 2.092 2.696 -0.734  0.4676
60 H -1.716 -1.817 1.336  0.1624
61 H -0.868 -1.985 5.517  0.4241
62 H -3.778 -3.325 -0.172  0.3598
63 H -0.435 -5.379 1.798  0.3714
64 H -4.322 2.126 2.165  0.5504
65 H -2.978 -4.219 -1.476  0.3062
66 H 0.974 -4.182 -4.123  0.3386
67 H -0.962 0.192 -5.256  0.4374
68 H 1.098 4.646 -1.845  0.5222
69 H 5.838 2.778 0.429  0.2462
70 H -2.515 5.554 4.022  0.4256
71 H 0.009 0.107 6.525  0.4179
72 H 1.421 1.607 5.146  0.4285
73 H -0.544 4.227 -3.718  0.4341
74 H 2.583 -3.502 -3.823  0.3673
75 H -3.017 -4.891 0.162  0.4215
76 H -0.326 5.018 2.942  0.5422
77 H -0.047 -2.177 -6.179  0.5038

***

Arrangement two

Density functional theory data (ωB97M-V/def2-TZVPD) for a molecular structure, C26H27MoN7O11P2S3.

* LUMO (spin up / spin down): -6.78 / -0.65 eV
* HOMO energy (spin up / spin down): -7.515 / -7.918 eV
* multiplicity: 3
* <S²>: 2.0246

Each line ends with the Mulliken charge.
CARTESIAN COORDINATES (ANGSTROEM)
1 Mo -0.375 0.150 -0.440  -1.1393
2 S 1.157 0.790 1.527  -0.3612
3 S 0.444 -1.209 -2.499  -0.3622
4 S -2.750 2.496 -1.296  0.9532
5 P 1.369 -2.782 0.667  0.3924
6 P -1.208 -3.429 2.079  1.0379
7 O -1.660 -2.162 2.675  -0.8055
8 O 2.716 -2.111 1.267  -0.5492
9 O -2.347 3.385 -0.240  -0.6526
10 O -1.622 -3.755 0.581  -0.7266
11 O -1.800 -1.104 -0.840  0.9147
12 O -3.955 1.742 -1.118  -0.6440
13 O 0.444 -1.595 0.449  0.4257
14 O -0.063 1.528 -3.648  -0.5564
15 O -1.821 -4.711 2.823  -0.5920
16 O 1.691 -3.712 -0.436  -0.9492
17 O 1.068 -3.114 3.369  -0.6194
18 N 0.406 2.624 3.308  -0.5239
19 N 2.685 0.390 -2.253  0.6555
20 N -1.448 1.538 -1.760  0.8683
21 N -1.297 1.656 2.154  -1.4766
22 N 1.112 1.737 -1.066  1.2747
23 N 3.039 -1.609 -3.014  0.3743
24 N -1.670 0.765 1.139  1.7452
25 C -3.829 4.345 -3.167  -0.8374
26 C 4.064 0.255 -2.470  -0.5283
27 C 2.709 2.766 -2.510  -0.9618
28 C 2.062 -0.791 -2.565  0.0828
29 C 1.278 4.126 -1.197  -1.1855
30 C -2.905 3.383 -2.805  0.5040
31 C -3.886 -2.093 -1.308  -0.6203
32 C -3.635 -0.599 0.570  1.2839
33 C -5.202 -2.310 -0.952  -0.5162
34 C -1.868 3.405 -4.962  -0.4557
35 C 1.003 -5.135 2.078  -1.8032
36 C -1.953 2.915 -3.672  -0.4258
37 C -2.874 0.333 1.346  -1.2906
38 C -3.753 4.837 -4.461  -0.5938
39 C 0.736 2.973 -0.690  -0.4244
40 C 4.268 -0.978 -2.943  -0.8164
41 C 0.619 -3.664 2.131  1.2079
42 C 2.114 1.648 -1.933  -0.1270
43 C -0.034 1.737 2.360  0.6684
44 C 2.791 -2.967 -3.491  -0.7781
45 C -2.785 4.371 -5.351  -0.5701
46 C 2.279 4.021 -2.152  -0.8107
47 C -5.750 -1.690 0.173  -0.8821
48 C -3.092 -1.241 -0.543  0.6468
49 C -1.054 1.896 -3.053  0.3943
50 C -4.965 -0.843 0.922  -1.0931
51 H -3.442 -2.581 -2.168  0.4627
52 H 2.705 4.900 -2.617  0.4409
53 H 1.323 2.469 3.682  0.2632
54 H 0.484 -5.697 2.853  0.4298
55 H 2.152 -2.937 -4.374  0.3121
56 H -0.062 3.029 0.035  0.4934
57 H -2.752 4.768 -6.357  0.4072
58 H 5.184 -1.471 -3.223  0.4506
59 H 4.758 1.041 -2.232  0.6232
60 H 2.080 -5.234 2.232  0.4331
61 H -1.470 -2.981 0.004  0.3126
62 H -6.778 -1.876 0.454  0.4038
63 H 0.849 -2.171 3.381  0.4006
64 H 3.440 -2.754 1.264  0.3315
65 H -1.107 3.027 -5.633  0.5052
66 H -4.460 5.591 -4.782  0.4148
67 H -2.185 -4.433 3.676  0.3758
68 H 3.747 -3.418 -3.745  0.3216
69 H -5.373 -0.340 1.792  0.4310
70 H -4.576 4.700 -2.467  0.4999
71 H 3.466 2.627 -3.268  0.6831
72 H -5.813 -2.973 -1.553  0.4283
73 H -3.352 0.749 2.225  0.4056
74 H 0.753 -5.546 1.100  0.3562
75 H -0.295 2.973 3.941  0.2506
76 H 2.293 -3.535 -2.707  0.2765
77 H 0.908 5.082 -0.850  0.5346

***

Stability ranking, top and bottom: arrangement one is the most stable and arrangement two is the least stable.

***

Arrangement one

Density functional theory data (ωB97M-V/def2-TZVPD) for a molecular structure, C26H24BBr4InN7O6S2.

* LUMO: 2.13 eV
* charge: -1
* HOMO energy: -4.309 eV

Each line ends with the Mulliken charge.
CARTESIAN COORDINATES (ANGSTROEM)
1 In 0.063 0.163 -0.248  1.3407
2 Br 6.662 -0.976 -2.785  -0.2350
3 Br 4.204 1.129 -3.360  -0.1303
4 Br 6.143 -3.564 -0.830  -0.2311
5 Br 3.200 -3.944 0.606  -0.2080
6 S -1.900 0.437 -1.980  -0.4279
7 S 0.219 2.787 0.163  -0.5234
8 O 1.843 0.565 -1.552  -0.8343
9 O -1.501 0.543 1.436  -0.6006
10 O -0.080 -2.097 -2.120  -0.4218
11 O 1.466 -1.523 0.146  0.2983
12 O -0.348 -4.307 -2.073  -0.5127
13 O -2.239 -0.309 3.345  -0.8268
14 N 2.184 3.467 -1.525  0.3818
15 N 0.221 3.481 -2.492  0.6449
16 N -3.584 1.929 -0.490  0.4719
17 N -2.207 3.141 -1.679  -0.2011
18 N 1.222 0.325 2.407  0.4552
19 N 0.694 1.404 2.982  0.2166
20 N -1.158 -1.900 0.403  0.5292
21 C -1.936 -2.932 2.391  -1.1425
22 C -1.335 -4.268 0.508  -0.5741
23 C -1.595 -1.810 1.639  0.5515
24 C 2.766 -0.325 -1.415  0.1474
25 C 2.522 -1.644 3.159  -0.7625
26 C 3.966 -0.271 -2.106  -0.0328
27 C 2.561 -1.434 -0.520  -0.4001
28 C 3.197 3.258 -0.533  -0.8537
29 C -1.810 -4.180 1.810  -0.5812
30 C -1.002 -3.091 -0.156  0.6917
31 C -2.559 1.890 -1.369  -0.0720
32 C 2.378 3.841 -2.823  -0.5973
33 C -0.436 -3.082 -1.531  -0.1866
34 C -3.849 3.237 -0.204  -0.4380
35 C 1.158 3.842 -3.414  -0.8161
36 C 1.653 0.317 4.600  -1.5111
37 C 0.862 3.233 -1.353  -0.3256
38 C -1.780 -0.405 2.216  0.3111
39 C -4.324 0.795 -0.020  -0.7898
40 C 1.812 -0.358 3.378  0.5451
41 C 3.557 -2.397 -0.435  -0.0804
42 C 0.406 2.540 5.169  -1.3987
43 C -2.988 3.980 -0.945  -0.6013
44 C 0.911 1.441 4.306  0.8466
45 C 4.777 -2.280 -1.097  0.1163
46 C 4.989 -1.204 -1.929  0.1789
47 B -1.292 3.598 -2.839  0.4888
48 H 0.867 2.480 6.151  0.3740
49 H -4.723 0.238 -0.871  0.3456
50 H 0.069 -4.253 -2.947  0.3714
51 H -1.203 -5.221 0.021  0.5578
52 H 4.173 3.246 -1.016  0.3761
53 H 2.020 0.014 5.559  0.4454
54 H 3.161 4.046 0.225  0.2673
55 H 2.698 -2.150 4.106  0.3641
56 H 0.645 3.502 4.722  0.2982
57 H -5.138 1.143 0.614  0.3071
58 H 0.124 2.022 2.426  -0.1750
59 H 3.348 4.064 -3.216  0.6584
60 H -4.618 3.529 0.482  0.4353
61 H -2.285 -2.790 3.402  0.5792
62 H -2.072 -5.075 2.358  0.4310
63 H -3.674 0.135 0.553  0.1984
64 H 0.878 4.046 -4.425  0.5114
65 H -1.516 2.925 -3.794  -0.1261
66 H 3.484 -1.484 2.670  0.2257
67 H 1.919 -2.285 2.521  -0.1093
68 H -2.866 5.041 -1.002  0.5197
69 H 3.021 2.301 -0.035  0.2176
70 H -0.676 2.472 5.277  0.2644
71 H -1.513 4.762 -3.012  -0.2368

***

Arrangement two

Density functional theory data (ωB97M-V/def2-TZVPD) for a molecular structure, C26H24BBr4InN7O6S2.

* LUMO: 2.07 eV
* charge: -1
* HOMO energy: -4.676 eV

Each line ends with the Mulliken charge.
CARTESIAN COORDINATES (ANGSTROEM)
1 In -0.099 0.618 0.476  1.8794
2 Br -2.444 2.615 -3.594  -0.1740
3 Br -4.232 2.563 2.700  -0.1835
4 Br -5.357 4.007 -2.734  -0.2137
5 Br -6.261 3.990 0.459  -0.2148
6 S -1.456 -4.028 -1.423  -0.4647
7 S 1.781 -0.128 -1.142  -0.7888
8 O -2.127 -0.886 -0.382  0.3610
9 O -1.782 1.464 1.399  -0.9083
10 O 2.103 -0.670 3.916  -0.8034
11 O -3.603 -2.350 0.458  -0.5787
12 O 1.247 0.521 2.222  -0.5500
13 O -1.023 1.527 -1.201  -0.8860
14 N 2.406 2.750 0.120  0.1263
15 N 3.069 -1.799 0.634  0.5253
16 N -1.809 -1.948 -3.159  0.3637
17 N 1.998 -2.841 -0.960  0.2836
18 N 1.127 2.753 0.535  0.3729
19 N 0.276 -2.516 -2.906  0.0428
20 N -0.479 -1.401 1.652  0.2220
21 C -2.166 2.060 -0.867  0.1787
22 C 2.295 -1.637 -0.465  0.0158
23 C -2.391 -1.812 0.343  -0.4640
24 C -3.780 2.618 0.863  0.1081
25 C 1.328 -0.500 2.982  -0.0035
26 C -1.432 -2.288 1.381  0.1798
27 C 4.509 4.062 0.168  -1.3534
28 C -0.674 -3.725 3.108  -0.5922
29 C -4.245 3.224 -1.417  0.2242
30 C -0.356 4.280 1.781  -1.1232
31 C -0.983 -2.814 -2.511  0.1795
32 C 0.957 3.895 1.186  0.6367
33 C 3.855 -0.769 1.297  -0.9785
34 C -1.569 -3.471 2.082  -0.4955
35 C -1.061 -1.109 -3.967  -0.4635
36 C -3.245 -1.888 -3.037  -1.0531
37 C 0.223 -1.471 -3.807  -0.6681
38 C 2.551 -3.786 -0.130  -0.8492
39 C 3.067 3.859 0.488  1.0219
40 C 3.223 -3.152 0.858  -0.5592
41 C 0.288 -2.779 3.422  -0.8081
42 C 2.159 4.632 1.178  -1.5861
43 C 0.347 -1.618 2.669  0.5292
44 C -3.023 2.646 -1.793  -0.0512
45 C -4.623 3.216 -0.088  0.2572
46 C -2.571 2.036 0.513  0.3747
47 B 1.568 -3.213 -2.460  0.1618
48 H -3.568 -2.774 -2.492  0.3246
49 H 4.857 -0.746 0.865  0.2517
50 H 3.784 -3.521 1.698  0.5079
51 H -3.701 -1.889 -4.028  0.4096
52 H -1.039 4.640 1.008  0.1915
53 H 3.366 0.191 1.172  0.3378
54 H -0.829 3.426 2.264  0.2366
55 H 4.733 5.124 0.083  0.3670
56 H 2.467 -2.803 -3.163  -0.1712
57 H 4.771 3.582 -0.776  0.3417
58 H -4.170 -1.933 -0.206  0.4731
59 H -0.219 5.076 2.512  0.3771
60 H 2.414 -4.833 -0.331  0.5411
61 H -3.540 -0.982 -2.506  0.2100
62 H 5.147 3.645 0.949  0.2458
63 H -0.739 -4.647 3.672  0.4341
64 H 1.467 -4.411 -2.481  -0.2099
65 H 3.901 -0.979 2.363  0.3897
66 H 0.989 -2.900 4.235  0.5902
67 H -2.350 -4.164 1.806  0.5528
68 H 1.122 -1.057 -4.224  0.4954
69 H 2.332 5.600 1.618  0.4041
70 H -1.517 -0.310 -4.523  0.5129
71 H 2.735 1.922 -0.363  -0.0439

***

Stability ranking, top and bottom: arrangement two is the most stable and arrangement one is the least stable.